ORCA calculation (ωB97M-V/def2-TZVPD) on the ion C7H8N4O with charge +2 at a distorted geometry.

Structure (XYZ):
```
20
Properties=species:S:1:pos:R:3
C 1.20886 2.34329 -1.05613
N 0.49759 1.82225 -0.20976
C -0.18113 1.84456 0.81313
N -1.22858 1.01403 1.10624
C -1.68391 -0.09543 0.23616
N -1.06007 -1.20552 -0.10827
C 0.29680 -1.51141 0.20984
C -2.03306 -1.99916 -0.79179
N -3.16388 -1.41881 -0.91398
C -3.02743 -0.24654 -0.14349
C -4.00026 0.70512 0.04486
O -4.71725 1.56098 0.12885
H 0.88146 3.16636 -1.84686
H 2.25976 2.06754 -1.39332
H 0.11567 2.60468 1.53585
H -1.74093 1.26803 1.96873
H 0.74050 -0.68183 0.70546
H 0.36730 -2.35856 0.88888
H 0.79534 -1.73131 -0.74541
H -1.83662 -3.00436 -1.08473
```

Computed properties:
total charge	+2
SMILES	C=[N+]=CNC1=[N+](C)C=NC1=C=O
frontier orbital gap	9.45	eV
energy above the lowest of the compared OMol25 structures with the same formula, charge and spin	0.000	eV
M	164.168	g/mol
highest occupied orbital energy	-18.16	eV

=====

ORCA calculation (ωB97M-V/def2-TZVPD) on the ion C7H8N5 with charge +1 at a distorted geometry.

Structure (XYZ):
```
20
Properties=species:S:1:pos:R:3
C 0.29994 -0.79633 0.79912
C 3.09121 1.34953 1.00724
C -1.94982 -1.00308 -1.77518
C 1.12423 0.26920 0.78045
C 1.07233 1.62117 0.10110
C -1.18744 -0.90863 0.30143
C -1.79177 0.37480 -0.14312
N 2.29067 2.22468 0.39845
N 0.16482 1.98536 -0.65129
N 2.42862 0.17977 1.31331
N -1.31978 -1.74962 -0.83009
N -2.17591 0.23302 -1.43537
H 0.76011 -1.73996 1.25335
H 4.08347 1.67616 1.39877
H -2.21947 -1.48309 -2.74391
H -1.75217 -1.23299 1.27172
H -1.76545 1.38623 0.24231
H 2.84863 -0.73803 1.47633
H -1.46728 -2.68811 -0.92453
H -2.53495 1.03993 -1.84008
```

Computed properties:
total charge	+1
frontier orbital gap (alpha / beta)	7.88 / 7.74	eV
energy above the lowest of the compared OMol25 structures with the same formula, charge and spin	2.852	eV
M	162.176	g/mol
highest occupied orbital energy (alpha / beta)	-11.99 / -12.32	eV